# 1
DFT (ωB97M-V/def2-TZVPD) results for 2 unconnected molecules or ions with the total composition C20H26N4O4.

```
54
Properties=species:S:1:pos:R:3:forces:R:3
O -2.541593 -2.142419 -0.578155 0.03 0.06 -0.01
C -3.204396 -0.886273 -0.389298 -0.20 -0.30 -0.29
C -4.663752 -0.983422 -0.849999 0.20 0.91 -0.01
O -5.319252 0.281782 -0.675923 -0.02 -0.16 -0.13
C -4.728176 1.332579 -1.455490 0.53 -0.37 0.35
C -3.264745 1.537392 -1.051509 -0.10 -0.31 -0.08
C -2.478391 0.216172 -1.185401 0.01 0.02 0.61
C -0.996764 0.346735 -0.764894 0.10 0.49 -0.43
C -0.220447 1.397559 -1.567247 0.32 0.19 -1.10
C -0.039376 1.511479 -2.950196 0.02 0.06 0.39
C 0.740683 2.560511 -3.462545 -0.05 -0.05 0.57
C 1.346680 3.490561 -2.599864 -0.31 -0.42 0.23
C 1.174045 3.383182 -1.212323 -0.13 -0.25 -0.65
C 0.389546 2.337080 -0.731102 0.11 0.12 -0.69
C 0.032490 1.973714 0.604712 0.68 1.09 0.49
C 0.234422 2.356504 1.893620 -0.61 -0.93 0.50
N -0.466223 1.454382 2.707842 0.12 0.31 -0.36
C -1.062691 0.589092 1.903156 0.78 0.83 -0.29
N -0.764931 0.893204 0.586377 -1.11 -1.48 0.72
H -3.006864 -2.862565 -0.117991 0.11 0.58 -0.18
H -3.206832 -0.632341 0.673903 -0.02 0.16 0.05
H -5.186215 -1.741620 -0.259565 -0.15 0.29 0.03
H -4.705744 -1.291165 -1.900412 0.10 0.00 -0.09
H -4.791000 1.090594 -2.522022 -0.03 -0.12 -0.07
H -5.283815 2.261612 -1.294710 -0.15 -0.38 0.17
H -3.227749 1.895569 -0.017863 0.01 -0.04 -0.04
H -2.819393 2.309257 -1.686807 0.04 -0.07 0.05
H -2.487851 -0.077719 -2.239889 0.10 -0.11 -0.01
H -0.505085 -0.623499 -0.876505 -0.08 -0.02 0.13
H -0.494174 0.786671 -3.618589 0.07 0.08 -0.02
H 0.882570 2.646799 -4.535539 -0.02 -0.01 0.15
H 1.952464 4.293174 -3.010072 -0.09 -0.11 0.05
H 1.633946 4.091635 -0.531299 -0.04 -0.07 -0.08
H 0.830917 3.199348 2.229294 -0.28 -0.37 0.28
H -1.675819 -0.242536 2.235222 0.16 0.21 -0.22
C 4.678718 -3.747673 2.985047 -0.21 0.43 0.19
N 3.564138 -2.977633 2.435286 -0.11 -0.80 -0.78
C 3.165213 -1.787893 2.906306 0.57 0.81 0.72
O 3.739302 -1.227754 3.832865 -0.35 -0.16 -0.29
C 1.959356 -1.107281 2.241439 0.06 -0.55 -0.66
N 1.512810 -1.729495 0.984563 -0.26 0.35 2.08
C 2.053216 -1.563971 -0.222119 0.72 -0.03 -1.62
C 3.198958 -0.592258 -0.415941 -0.27 -0.12 0.20
O 1.635273 -2.209062 -1.169160 -0.30 -0.15 -0.34
H 4.401125 -4.150161 3.961020 0.13 -0.02 -0.02
H 4.937984 -4.569536 2.316288 -0.16 0.16 -0.01
H 5.549087 -3.100273 3.112616 -0.11 -0.07 0.01
H 3.055506 -3.364516 1.655147 0.04 0.04 0.09
H 1.136660 -1.135413 2.955481 0.04 0.10 -0.04
H 2.208994 -0.059842 2.070701 0.02 -0.05 0.15
H 0.719709 -2.350618 1.014485 -0.01 -0.05 -0.09
H 3.517977 -0.631144 -1.456455 -0.13 -0.08 0.13
H 2.857557 0.415308 -0.185310 0.13 0.16 0.12
H 4.031929 -0.863812 0.228826 0.11 0.17 0.14
```
Positions in Å, forces in eV/Å.

Properties
DFT total energy   -1297.73897 Ha
SMILES   O[C@@H]1COCC[C@H]1[C@H]1c2ccccc2-c2cncn21.CNC(=O)CNC(C)=O
LUMO level   0.4 eV
Molar mass   386.45 g mol⁻¹
Energy above the lowest of the compared OMol25 structures with the same formula, charge and spin   46.4 kcal/mol
Gap between HOMO and LUMO   8.6 eV
HOMO   -0.3015 Eh

Calculated atomic charges, method Mulliken, unit e:
1. O -0.58
2. C 0.43
3. C -0.98
4. O -0.44
5. C -0.70
6. C -0.72
7. C -0.41
8. C 0.05
9. C -0.11
10. C -0.69
11. C -0.75
12. C -0.69
13. C -0.47
14. C 0.88
15. C -0.39
16. C -0.56
17. N -0.65
18. C -0.37
19. N 0.85
20. H 0.39
21. H 0.08
22. H 0.39
23. H 0.45
24. H 0.39
25. H 0.39
26. H 0.23
27. H 0.41
28. H 0.65
29. H 0.30
30. H 0.47
31. H 0.45
32. H 0.41
33. H 0.50
34. H 0.42
35. H 0.37
36. C -0.95
37. N -0.13
38. C 0.23
39. O -0.66
40. C -0.37
41. N 0.07
42. C 0.70
43. C -1.19
44. O -0.69
45. H 0.29
46. H 0.35
47. H 0.31
48. H 0.29
49. H 0.46
50. H 0.15
51. H 0.23
52. H 0.36
53. H 0.27
54. H 0.32

***

# 2
DFT (ωB97M-V/def2-TZVPD) results for 2 unconnected molecules or ions with the total composition C2HClF4O.

```
9
Properties=species:S:1:pos:R:3:forces:R:3
F -2.019619 1.139601 0.572373 -0.99 0.15 0.96
C -1.263103 0.517859 -0.266744 1.34 0.92 -1.59
F -0.799321 1.374251 -1.173779 0.26 -0.49 0.00
C -0.917946 -0.743234 -0.164755 1.75 1.08 -3.14
F -1.499686 -1.457182 0.671703 -1.30 -2.88 2.75
F -0.047454 -1.428038 -0.983680 -1.23 1.20 1.00
O 1.796637 -0.183562 0.638008 0.83 0.80 -0.35
Cl 3.068525 0.949957 1.054978 -1.25 -1.08 -0.69
H 1.681966 -0.169653 -0.348104 0.60 0.30 1.07
```
Positions in Å, forces in eV/Å.

Properties
DFT total energy   -1011.57188 Ha
SMILES   FC(F)=C(F)F.OCl
LUMO level   -0.4 eV
Molar mass   152.47 g mol⁻¹
Energy above the lowest of the compared OMol25 structures with the same formula, charge and spin   4.3 kcal/mol
Gap between HOMO and LUMO   9.6 eV
HOMO   -0.3665 Eh

Calculated atomic charges, method Mulliken, unit e:
1. F -0.21
2. C 0.60
3. F -0.23
4. C 0.30
5. F -0.20
6. F -0.26
7. O -0.40
8. Cl 0.01
9. H 0.38

***

# 3
DFT (ωB97M-V/def2-TZVPD) results for a molecular structure, C20H38AgFO2.

```
62
Properties=species:S:1:pos:R:3:forces:R:3
C -1.813060 4.093377 -1.261811 0.22 -0.37 0.05
C -1.210269 3.670849 0.073814 0.26 0.19 0.17
C -2.269417 3.525684 1.177144 0.31 -0.53 -0.50
C -2.777135 4.901306 1.640985 -0.40 -0.30 0.04
C -1.760481 2.653643 2.312448 -0.85 1.67 0.89
C -0.457732 3.075868 2.942010 0.46 -0.77 -0.60
C 0.236741 1.937218 3.709019 -0.25 -0.20 -0.14
C 1.024437 1.043964 2.739902 -0.17 0.26 0.02
C 1.036821 -0.425788 3.114117 0.33 -0.30 0.19
C 1.762551 -1.296111 2.090542 -0.23 -0.01 -0.34
C 0.994578 -1.441964 0.765915 0.25 -0.21 0.05
C 1.887104 -1.845261 -0.422954 -0.27 0.07 0.33
C 2.008765 -3.359017 -0.579507 0.49 0.24 -0.08
C 2.653028 -3.808481 -1.887858 -0.18 -0.25 -0.07
C 1.882761 -3.381032 -3.136065 0.33 -0.37 -0.03
C 2.433778 -4.028921 -4.416446 -0.10 0.09 -0.09
C 1.369358 -4.635757 -5.321797 0.09 0.15 -0.28
O 0.274613 -3.743590 -5.510268 -0.01 0.03 0.14
C -0.966421 -4.255992 -5.078010 0.15 -0.09 -0.04
C -2.896867 2.288520 3.269893 0.42 -0.86 -0.25
C -2.958363 3.081592 4.543786 -0.70 0.64 -0.38
O -3.674989 4.002721 4.750550 0.09 0.03 -0.01
F -2.134187 2.655035 5.490229 0.55 -0.33 0.43
H -0.936078 4.275716 -1.956932 0.07 0.55 0.48
H -2.484901 3.304757 -1.621431 -0.20 0.10 -0.04
H -2.338137 5.042454 -1.237011 -0.10 0.02 -0.12
H -0.470620 4.410427 0.384640 0.00 0.09 -0.06
H -0.655381 2.739372 -0.058392 -0.10 -0.13 0.04
H -3.124276 3.002298 0.731011 -0.04 -0.04 -0.01
H -3.751279 4.800211 2.116357 0.03 0.00 0.15
H -2.116506 5.376747 2.359891 0.19 0.10 -0.08
H -2.936851 5.554171 0.784207 0.13 0.17 0.00
H -0.583459 3.990938 3.528677 -0.14 -0.04 0.23
H 0.229181 3.335532 2.132287 0.05 0.27 0.06
H -0.515155 1.311928 4.186666 -0.07 0.04 0.19
H 0.865071 2.325434 4.507339 0.10 0.03 0.00
H 2.046354 1.419358 2.645770 0.09 -0.05 -0.01
H 0.574557 1.155100 1.749261 -0.04 -0.03 -0.07
H 1.522235 -0.547229 4.086204 0.00 0.04 0.04
H 0.019074 -0.804560 3.246280 -0.11 0.11 -0.05
H 2.746813 -0.871427 1.879183 0.08 0.05 0.09
H 1.922945 -2.295261 2.495831 0.13 0.00 0.11
H 0.458409 -0.520041 0.538620 0.02 0.10 -0.02
H 0.240217 -2.219728 0.902537 -0.21 0.09 -0.02
H 1.499489 -1.394383 -1.336969 -0.06 -0.05 -0.07
H 2.878362 -1.420637 -0.252364 0.12 0.05 -0.20
H 2.626570 -3.727591 0.242578 -0.16 -0.15 0.12
H 1.023804 -3.820511 -0.492927 -0.10 -0.02 0.02
H 3.698576 -3.497138 -1.948108 0.02 0.17 0.01
H 2.675884 -4.902403 -1.885915 0.07 -0.03 0.03
H 1.912086 -2.299214 -3.247858 -0.20 0.07 0.01
H 0.845669 -3.691039 -3.004593 -0.14 0.18 0.03
H 2.979895 -3.296147 -5.011187 0.08 0.08 0.08
H 3.149103 -4.814076 -4.164146 0.04 -0.06 -0.02
H 1.019291 -5.605084 -4.960315 -0.08 0.02 0.20
H 1.812020 -4.804469 -6.306312 0.00 -0.15 -0.03
H -0.982691 -4.438377 -3.998683 0.00 0.05 0.07
H -1.723718 -3.517984 -5.329087 -0.07 0.00 -0.01
H -1.201938 -5.202342 -5.572430 -0.07 0.00 -0.10
H -3.863782 2.433674 2.797059 -0.03 -0.03 -0.14
H -2.820754 1.231612 3.543375 0.00 -0.02 0.07
Ag -0.885693 3.272049 -3.478749 -0.04 -0.35 -0.48
```
Positions in Å, forces in eV/Å.

Properties
DFT total energy   -1181.78866 Ha
Net charge   +1
LUMO level (alpha / beta)   -6.4 / -6.4 eV
Molar mass   437.39 g mol⁻¹
<S²>   0.75
Gap between HOMO and LUMO (alpha / beta)   4.4 / 5.0 eV
Multiplicity   2
HOMO (alpha / beta)   -0.3973 / -0.4181 Eh

Calculated atomic charges, method Mulliken, unit e:
1. C -1.95
2. C -0.08
3. C 0.39
4. C -1.45
5. C 0.55
6. C -1.00
7. C -1.09
8. C 0.27
9. C -0.84
10. C -0.91
11. C -0.25
12. C -0.36
13. C -0.82
14. C -0.83
15. C 0.13
16. C -0.75
17. C -0.66
18. O -0.32
19. C -0.67
20. C -1.28
21. C 0.49
22. O -0.47
23. F -0.21
24. H 0.55
25. H 0.47
26. H 0.55
27. H 0.41
28. H 0.14
29. H 0.47
30. H 0.36
31. H 0.26
32. H 0.44
33. H 0.67
34. H 0.40
35. H 0.43
36. H 0.48
37. H 0.29
38. H -0.38
39. H 0.34
40. H 0.36
41. H 0.39
42. H 0.39
43. H -0.07
44. H 0.40
45. H 0.23
46. H 0.25
47. H 0.32
48. H 0.39
49. H 0.33
50. H 0.42
51. H 0.07
52. H 0.03
53. H 0.37
54. H 0.37
55. H 0.40
56. H 0.34
57. H 0.28
58. H 0.21
59. H 0.31
60. H 0.48
61. H 0.45
62. Ag 0.51

***

# 4
DFT (ωB97M-V/def2-TZVPD) results for 2 unconnected molecules or ions with the total composition C2H10NO.

```
14
Properties=species:S:1:pos:R:3:forces:R:3
C 0.120477 1.107911 1.174229 -0.84 -0.08 1.10
N 0.498373 0.134626 0.093445 0.20 0.35 0.30
C 0.595175 0.768570 -1.233144 -0.53 0.88 -1.77
H 0.766226 2.006760 1.208427 -0.09 -0.84 -0.12
H -0.922294 1.427594 1.074976 0.23 0.08 -0.67
H 0.077365 0.535676 2.107523 0.68 0.36 0.04
H -0.187908 -0.644125 0.072011 0.71 1.05 -0.01
H 1.404270 -0.291014 0.319910 -0.05 0.10 0.07
H -0.306835 1.366777 -1.458100 0.23 -0.40 0.45
H 0.659596 0.003112 -2.015778 0.32 0.15 0.23
H 1.433194 1.489984 -1.324301 -0.19 -0.74 0.43
H -1.786923 -2.461082 0.688065 -0.19 0.08 0.18
H -1.126906 -3.170077 -0.581447 0.17 -0.07 -0.29
O -1.223810 -2.274717 -0.125817 -0.64 -0.91 0.07
```
Positions in Å, forces in eV/Å.

Properties
DFT total energy   -211.32314 Ha
Net charge   +2
LUMO level (alpha / beta)   -9.7 / -17.5 eV
Molar mass   64.11 g mol⁻¹
Energy above the lowest of the compared OMol25 structures with the same formula, charge and spin   40.7 kcal/mol
<S²>   0.75
Gap between HOMO and LUMO (alpha / beta)   12.3 / 4.4 eV
Multiplicity   2
HOMO (alpha / beta)   -0.8087 / -0.8078 Eh

Calculated atomic charges, method Mulliken, unit e:
1. C -0.82
2. N -0.08
3. C -0.80
4. H 0.36
5. H 0.39
6. H 0.36
7. H 0.22
8. H 0.41
9. H 0.39
10. H 0.33
11. H 0.36
12. H 0.50
13. H 0.49
14. O -0.10

***

# 5
DFT (ωB97M-V/def2-TZVPD) results for 8 unconnected molecules or ions with the total composition C3H20NO9.

```
33
Properties=species:S:1:pos:R:3:forces:R:3
C -0.666494 2.278414 1.771019 -0.73 -1.30 -1.01
N -1.626941 1.535688 1.107875 0.51 0.24 0.20
C -1.346787 0.189076 0.627050 0.61 -0.05 0.92
C -2.636090 -0.660153 0.640947 -0.01 0.19 -0.68
O -2.916364 -1.129712 -0.664182 -0.64 0.30 -0.47
O -0.874359 3.355542 2.267690 0.34 0.42 0.09
H 0.283594 1.709329 1.723840 0.15 0.46 0.70
H -2.301102 2.062465 0.574485 -0.19 0.10 0.12
H -0.583066 -0.233405 1.291733 -0.29 -0.04 0.26
H -0.785991 0.178841 -0.314805 -0.74 -0.01 -0.36
H -3.499612 -0.042683 0.894998 0.20 0.25 0.11
H -2.642579 -1.499335 1.338943 0.36 0.23 0.00
H 1.792537 1.338384 -0.620040 -0.17 -0.26 0.64
H 1.247888 1.934488 -1.799480 -0.41 0.03 -0.09
O 1.118297 2.001408 -0.838061 0.41 0.33 -0.37
H 1.657189 -2.978723 1.080622 0.21 0.15 0.07
H -2.520588 -1.982838 -0.803744 0.43 -0.59 0.26
O 1.303658 -2.745973 0.220932 -0.41 0.00 -0.14
H 1.637675 -1.810920 -0.013381 0.28 -0.18 0.04
H 3.133982 -1.127596 -0.965076 0.17 0.23 0.28
O 2.466316 -0.572659 -0.541246 -0.39 -0.64 -0.07
H 3.132188 0.078781 0.768975 0.83 1.00 -0.13
H 3.773888 1.563090 0.988577 -0.29 -1.01 0.06
O 3.767319 0.644651 1.322998 -0.16 0.29 0.27
H -1.955132 1.446574 -2.151289 0.59 -0.41 0.24
H -0.841046 2.355204 -1.407883 -0.04 -0.81 -0.17
O -1.698278 2.318743 -1.857852 -0.56 1.16 -0.04
H 0.949127 -0.490495 -2.964683 -0.10 0.31 -0.44
H 1.920515 -0.200658 -1.824294 -0.03 0.90 -1.02
O 1.621708 0.178579 -2.785726 -0.02 -1.07 0.81
H -0.398143 -3.083488 0.428701 0.05 -0.07 0.25
H -1.222436 -3.276280 1.735157 0.04 -0.01 -0.63
O -1.290871 -3.334339 0.767201 -0.04 -0.13 0.30
```
Positions in Å, forces in eV/Å.

Properties
DFT total energy   -858.29851 Ha
Net charge   -1
LUMO level   3.0 eV
Molar mass   214.19 g mol⁻¹
Energy above the lowest of the compared OMol25 structures with the same formula, charge and spin   23.2 kcal/mol
Gap between HOMO and LUMO   9.6 eV
HOMO   -0.2417 Eh

Calculated atomic charges, method Mulliken, unit e:
1. C 0.22
2. N -0.26
3. C 0.09
4. C -0.56
5. O -0.59
6. O -0.61
7. H 0.19
8. H 0.32
9. H 0.32
10. H 0.12
11. H 0.45
12. H 0.11
13. H 0.14
14. H 0.42
15. O -0.64
16. H 0.30
17. H 0.31
18. O -0.79
19. H 0.51
20. H 0.19
21. O -1.12
22. H 0.40
23. H 0.28
24. O -0.72
25. H 0.30
26. H 0.33
27. O -0.66
28. H 0.27
29. H 0.43
30. O -0.77
31. H 0.43
32. H 0.27
33. O -0.68

***

# 6
DFT (ωB97M-V/def2-TZVPD) results for 2 unconnected molecules or ions with the total composition HN3O.

```
5
Properties=species:S:1:pos:R:3:forces:R:3
N -1.146633 1.029753 -1.064168 -0.11 -0.12 0.64
N -0.992831 0.664335 -0.044315 -1.83 1.31 -1.33
N 0.890460 -0.163956 0.445147 2.15 -1.26 -1.32
O 1.043495 -0.997391 -0.424851 0.35 0.64 0.69
H 0.205510 -0.532741 1.088187 -0.56 -0.57 1.31
```
Positions in Å, forces in eV/Å.

Properties
DFT total energy   -240.02312 Ha
SMILES   N#N.N=O
LUMO level   -0.6 eV
Molar mass   59.03 g mol⁻¹
Energy above the lowest of the compared OMol25 structures with the same formula, charge and spin   15.1 kcal/mol
Gap between HOMO and LUMO   9.1 eV
HOMO   -0.3554 Eh

Calculated atomic charges, method Mulliken, unit e:
1. N -0.06
2. N 0.04
3. N 0.01
4. O -0.26
5. H 0.27

***

Question: What is the molar mass in the fourth record?
Answer: 64.11 g mol⁻¹